# 1
94
Properties=species:S:1:pos:R:3:lowdin_charge:R:1 method="wB97M-V/def2-TZVPD" fmax_ev_per_a=0.79 energy_ha=-3106.29359 orbital_gap_ev="5.11 / 5.21" e_above_lowest_kj_mol=425.9 spin_multiplicity=3 e_homo_ev="-3.17 / -3.12" lumo_energy_ev="1.942 / 2.083" charge=-1
Mo -0.1995 0.6570 -1.0931 1.748
O -0.1038 -0.7208 -4.6172 -0.134
P -0.5850 -1.7689 -3.4857 0.209
O -1.3451 -2.8904 -4.0450 -0.271
O -1.1672 -0.8996 -2.4054 -0.393
O 0.8499 -2.3395 -2.9243 -0.233
P 2.0075 -1.5868 -2.1541 0.248
O 2.6853 -0.6895 -3.3122 -0.121
O 2.9981 -2.4775 -1.5466 -0.246
O 1.3095 -0.5787 -1.2024 -0.471
H 0.3604 -1.1643 -5.3344 0.078
H 3.6367 -0.8365 -3.2675 0.082
C -4.6374 -0.5372 3.1645 -0.102
C -4.2202 -1.8112 2.8139 -0.088
C -3.0061 -2.0007 2.1662 -0.088
C -2.1988 -0.9148 1.8437 -0.336
C -2.6180 0.3626 2.2252 -0.120
C -3.8232 0.5523 2.8783 -0.099
P -0.5411 -0.9971 1.0582 1.041
C -0.4577 -2.6723 0.3493 -0.354
C 0.7581 -3.3514 0.3433 -0.110
C 0.8918 -4.5493 -0.3437 -0.082
C -0.1830 -5.0774 -1.0385 -0.085
C -1.3899 -4.3945 -1.0653 -0.088
C -1.5231 -3.1971 -0.3835 -0.123
C 0.5650 -0.9176 2.4220 -0.358
C 0.5454 -1.9609 3.3608 -0.164
C 1.1220 -1.8783 4.6049 -0.160
C 1.6542 -0.6103 4.9997 -0.158
C 1.7489 0.4294 4.1466 -0.105
C 1.3804 0.3457 2.6856 -0.370
H -5.5857 -0.3925 3.6667 0.094
H -4.8385 -2.6687 3.0501 0.098
H -2.6906 -3.0031 1.9128 0.099
H -1.9894 1.2175 1.9998 0.092
H -4.1317 1.5513 3.1624 0.100
H 1.6053 -2.9196 0.8555 0.080
H 1.8521 -5.0488 -0.3578 0.106
H -0.0726 -6.0020 -1.5915 0.099
H -2.2152 -4.7665 -1.6576 0.104
H -2.4498 -2.6457 -0.4604 0.093
H 0.0176 -2.8737 3.0968 0.098
H 1.0750 -2.7055 5.2995 0.069
H 1.9408 -0.4602 6.0373 0.089
H 2.0412 1.4044 4.5259 0.088
H 0.7848 1.2442 2.4576 0.083
C 4.4496 -0.0585 0.4733 -0.061
C 3.7653 -0.1050 1.8455 -0.623
C 4.5162 0.8470 2.7933 -0.049
C 3.8454 -1.5386 2.3823 -0.024
N 2.4069 0.3732 1.6377 0.146
H 5.5177 -0.2784 0.5646 0.078
H 4.3346 0.9370 0.0391 0.068
H 3.9990 -0.7842 -0.2028 0.045
H 5.5560 0.5216 2.8800 0.077
H 4.0749 0.8560 3.7895 0.055
H 4.5089 1.8617 2.3896 0.077
H 4.8754 -1.8981 2.3019 0.083
H 3.2080 -2.1950 1.7944 0.063
H 3.5273 -1.6038 3.4196 0.066
C 0.3543 2.2891 0.1361 -0.292
C 0.0835 3.7145 -0.3740 -0.241
N 0.4677 4.0978 -1.7323 -0.180
C -0.4491 3.7563 -2.8150 -0.164
C -0.0884 2.4135 -3.5014 -0.197
N 0.6509 1.6396 -2.5345 -0.252
C 1.9720 2.2152 -2.3622 -0.214
C 1.8281 3.7380 -2.0759 -0.161
H -0.1556 2.2021 1.1029 0.028
H 1.4132 2.1029 0.3524 0.043
H 0.5925 4.4192 0.2984 0.109
H -0.9862 3.9199 -0.2767 0.096
H -0.4437 4.5635 -3.5596 0.111
H -1.4553 3.7023 -2.3985 0.084
H 0.5424 2.5822 -4.3851 0.119
H -0.9693 1.8695 -3.8343 0.083
H 2.5530 2.0484 -3.2789 0.110
H 2.4880 1.7003 -1.5519 0.081
H 2.1208 4.3128 -2.9610 0.111
H 2.4910 4.0377 -1.2615 0.117
C -3.9081 2.4133 -0.6444 -0.016
C -3.3006 1.2927 -1.4828 -0.630
C -3.9071 -0.0552 -1.1307 -0.015
C -3.4718 1.5595 -2.9758 -0.027
O -1.8996 1.2880 -1.1925 -0.357
H -4.9682 2.5237 -0.8810 0.090
H -3.4064 3.3581 -0.8566 0.075
H -3.8113 2.1876 0.4179 0.069
H -4.9597 -0.0495 -1.4222 0.094
H -3.8525 -0.2482 -0.0626 0.066
H -3.3920 -0.8431 -1.6782 0.071
H -4.5328 1.5246 -3.2310 0.090
H -2.9525 0.7901 -3.5466 0.083
H -3.0898 2.5435 -3.2489 0.072

---

# 2
90
Properties=species:S:1:pos:R:3:lowdin_charge:R:1 method="wB97M-V/def2-TZVPD" fmax_ev_per_a=1.11 energy_ha=-5605.28912 orbital_gap_ev="7.43 / 7.72" e_above_lowest_kj_mol=68.1 spin_multiplicity=2 e_homo_ev="-9.53 / -9.55" lumo_energy_ev="-2.095 / -1.827" charge=+1
Ti 1.1052 -0.9312 0.7772 0.675
C 5.7559 -1.1863 1.6682 0.000
O 5.2781 -0.5412 0.4752 0.022
C 3.9840 -0.5753 0.2336 -0.525
O 3.1477 -1.0723 0.9938 -0.071
N 3.6764 -0.0155 -0.9418 0.073
N 2.3418 -0.0012 -1.3432 0.023
H 6.7599 -1.5294 1.4420 0.103
H 5.1224 -2.0291 1.9326 0.100
H 5.7876 -0.4690 2.4862 0.092
H 4.4009 0.4475 -1.4668 0.173
H 2.2250 -0.4676 -2.2346 0.053
H 1.9748 0.9414 -1.3962 0.044
C -2.4211 -1.6798 2.7929 -0.232
P -1.3660 -0.5758 1.7574 0.902
C -2.6174 0.0464 0.5766 -0.273
C -1.2253 0.8261 2.9408 -0.376
C -2.3326 1.6133 3.2435 -0.086
C -2.2484 2.6322 4.1790 -0.065
C -1.0489 2.8659 4.8340 -0.064
C 0.0568 2.0804 4.5512 -0.090
C -0.0175 1.0640 3.6042 -0.378
P 1.3872 -0.0577 3.2609 0.899
C 1.4665 -0.9099 4.8924 -0.221
C 2.8794 1.0008 3.3834 -0.220
H -3.3536 -1.1740 3.0367 0.048
H -1.9065 -1.9238 3.7228 0.040
H -2.6336 -2.6033 2.2521 0.052
H -3.5751 0.2280 1.0626 0.042
H -2.7496 -0.7030 -0.2004 0.016
H -2.2450 0.9593 0.1180 0.011
H -3.2786 1.4456 2.7459 0.100
H -3.1158 3.2392 4.4027 0.113
H -0.9809 3.6529 5.5740 0.112
H 0.9818 2.2749 5.0809 0.101
H 1.4761 -0.1767 5.6968 0.049
H 2.3642 -1.5266 4.9531 0.051
H 0.5930 -1.5527 5.0070 0.043
H 2.8711 1.6170 4.2802 0.046
H 2.9418 1.6315 2.4975 0.036
H 3.7464 0.3402 3.4195 0.032
C -2.8568 -2.1449 -3.1195 -0.016
N -2.6029 -1.0450 -4.0217 -0.067
C -1.7419 -0.0292 -3.7960 -0.714
Se -0.6654 0.2630 -2.3442 0.744
N -1.7975 0.7864 -4.8749 0.113
C -2.7088 0.3060 -5.8041 -0.176
C -3.1135 0.7711 -7.0435 -0.006
C -4.0551 0.0129 -7.7209 -0.078
C -4.5760 -1.1600 -7.1748 -0.076
C -4.1720 -1.6209 -5.9315 -0.002
C -3.2255 -0.8685 -5.2559 -0.154
H -2.0701 -2.1705 -2.3686 0.052
H -2.8496 -3.0828 -3.6731 0.100
H -3.8255 -2.0249 -2.6319 0.103
H -1.2586 1.6308 -4.9387 0.148
H -2.7126 1.6852 -7.4605 0.116
H -4.3910 0.3391 -8.6959 0.109
H -5.3106 -1.7210 -7.7360 0.108
H -4.5810 -2.5305 -5.5124 0.114
C -0.8325 4.1324 0.6567 -0.032
C 0.6527 3.7731 0.5028 -0.612
C 1.4606 4.4063 1.6436 -0.040
C 1.1683 4.2809 -0.8504 -0.047
C 0.7859 2.3113 0.5605 -0.108
C 0.8305 1.0957 0.6351 -0.234
H -0.9628 5.2156 0.6171 0.091
H -1.2181 3.7683 1.6104 0.071
H -1.4168 3.6811 -0.1471 0.087
H 1.3267 5.4895 1.6372 0.090
H 2.5254 4.1920 1.5329 0.084
H 1.1270 4.0219 2.6088 0.071
H 1.0423 5.3630 -0.9167 0.089
H 0.6128 3.8174 -1.6677 0.078
H 2.2289 4.0528 -0.9746 0.083
C 0.8746 -3.3236 2.3242 -0.078
C 0.6760 -3.5965 0.8569 -0.380
C 0.3773 -4.8036 0.2846 -0.057
C 0.5551 -4.6472 -1.1141 -0.056
C 0.9574 -3.3530 -1.3355 -0.356
C 1.4420 -2.8018 -2.6405 -0.061
N 1.0152 -2.6764 -0.1345 -0.078
H 0.9399 -4.2790 2.8407 0.098
H 0.0574 -2.7616 2.7863 0.021
H 1.8180 -2.7950 2.5023 0.050
H 0.1006 -5.7082 0.8042 0.104
H 0.4339 -5.4116 -1.8658 0.102
H 1.3811 -3.5870 -3.3922 0.083
H 2.4939 -2.5071 -2.5647 0.071
H 0.8530 -1.9508 -2.9889 0.000

---

# 3
89
Properties=species:S:1:pos:R:3:lowdin_charge:R:1 method="wB97M-V/def2-TZVPD" fmax_ev_per_a=3.55 energy_ha=-2179.45871 orbital_gap_ev=8.50 e_above_lowest_kj_mol=163.4 smiles="O=C1NC(=O)c2c(S)cccc21.CCCC#N.CCCC#N.CCCC#N.CCCC#N.CCCC#N.CCCC#N" e_homo_ev=-8.34 lumo_energy_ev=0.164 charge=0
O -0.3973 -0.5476 -0.2587 0.082
C -0.8529 0.5165 0.0846 -0.397
N -0.1183 1.6295 0.5767 0.162
C -0.7957 2.8816 0.3993 -0.381
O -0.3453 3.9915 0.4122 0.089
C -2.2646 2.4070 0.2266 -0.108
C -3.5296 3.1192 0.2226 -0.473
S -3.4498 4.9487 0.4142 0.740
C -4.8214 2.4371 0.0451 -0.053
C -4.8110 0.9683 -0.0914 -0.041
C -3.5593 0.1898 -0.0928 0.011
C -2.3435 0.9484 0.0575 -0.084
H 0.9009 1.6293 0.4468 0.107
H -3.0081 5.3774 -0.8085 -0.183
H -5.7811 3.0031 0.0196 0.102
H -5.8040 0.4588 -0.1971 0.042
H -3.5186 -0.9131 -0.1965 0.113
C 0.4211 0.5646 5.7268 -0.109
C -0.3710 -0.6287 5.2058 -0.264
C -0.6896 -0.5317 3.7124 -0.186
C -1.5865 0.5839 3.4059 -0.214
N -2.2837 1.4646 3.1646 0.196
H -0.1494 1.4919 5.6388 0.073
H 0.6637 0.4237 6.7818 0.071
H 1.3578 0.6836 5.1772 0.076
H -1.2946 -0.7289 5.7822 0.112
H 0.2124 -1.5372 5.3786 0.108
H -1.1626 -1.4625 3.3885 0.120
H 0.2355 -0.4309 3.1378 0.117
C 0.0699 4.2853 -4.7372 -0.110
C 0.2132 5.7238 -4.2541 -0.263
C -0.4095 5.9590 -2.8761 -0.178
C -1.8625 5.7862 -2.8857 -0.226
N -3.0032 5.6408 -2.8916 0.150
H -0.9788 4.0115 -4.8720 0.073
H 0.5713 4.1594 -5.6987 0.071
H 0.5192 3.5867 -4.0274 0.076
H -0.2336 6.3981 -4.9897 0.111
H 1.2769 5.9701 -4.2013 0.108
H -0.1787 6.9764 -2.5503 0.122
H 0.0377 5.2835 -2.1416 0.114
C 3.3283 -3.3201 1.4783 -0.106
C 2.6510 -3.1959 0.1183 -0.274
C 3.2259 -2.0661 -0.7384 -0.220
C 2.9767 -0.7477 -0.1533 -0.209
N 2.7823 0.2869 0.3067 0.154
H 3.1739 -2.4257 2.0864 0.065
H 2.9161 -4.1693 2.0276 0.069
H 4.4037 -3.4783 1.3676 0.074
H 1.5763 -3.0508 0.2615 0.108
H 2.7759 -4.1358 -0.4196 0.071
H 2.7690 -2.1041 -1.7292 0.111
H 4.2970 -2.2109 -0.8803 0.091
C 5.6138 2.9358 2.9188 -0.109
C 6.8795 2.4624 2.2136 -0.267
C 6.6940 1.1351 1.4753 -0.197
C 6.4227 0.0233 2.3899 -0.237
N 6.2040 -0.8461 3.1081 0.143
H 5.3086 2.2389 3.7023 0.072
H 5.7850 3.9069 3.3874 0.071
H 4.7875 3.0420 2.2123 0.076
H 7.6896 2.3778 2.9430 0.111
H 7.1812 3.2241 1.4895 0.107
H 7.6036 0.9140 0.9108 0.116
H 5.8831 1.2227 0.7473 0.110
C 4.8725 -7.8432 -1.0553 -0.107
C 4.1953 -7.7166 -2.4150 -0.263
C 4.7666 -6.5808 -3.2674 -0.184
C 4.5144 -5.2643 -2.6796 -0.174
N 4.3211 -4.2314 -2.2154 0.192
H 4.7142 -6.9511 -0.4451 0.070
H 4.4633 -8.6948 -0.5091 0.074
H 5.9483 -7.9977 -1.1657 0.077
H 3.1208 -7.5758 -2.2717 0.113
H 4.3236 -8.6567 -2.9578 0.109
H 4.3096 -6.6165 -4.2596 0.120
H 5.8407 -6.7229 -3.4093 0.123
C -10.7122 -1.2018 -1.4585 -0.111
C -10.1351 0.2002 -1.6146 -0.265
C -8.6049 0.2239 -1.6127 -0.187
C -8.0437 -0.1926 -0.3260 -0.240
N -7.6067 -0.5257 0.6836 0.164
H -10.4435 -1.6395 -0.4946 0.073
H -11.8016 -1.1686 -1.5150 0.072
H -10.3525 -1.8644 -2.2492 0.076
H -10.5224 0.8409 -0.8182 0.113
H -10.4879 0.6195 -2.5605 0.109
H -8.2649 1.2395 -1.8327 0.120
H -8.2195 -0.4174 -2.4093 0.124